1.
DFT (the ωB97M-V functional and the def2-TZVPD basis) results for a structure of composition C31H19FeN5O2S6.

**Spin multiplicity**: 5
**Highest occupied orbital energy (alpha / beta)**: -1.103 / -1.123 eV
**Charge**: -2
**Total energy**: -143400.1471 eV

Positions of all 64 atoms, in Å:
Fe  0.9355  -0.9149  0.5612
S  -1.6510  -4.3815  2.5909
C  -0.8708  -3.6177  3.9406
C  -1.0211  -3.8619  5.3015
C  -0.3020  -3.0787  6.1858
C  0.5477  -2.0677  5.7235
C  0.7024  -1.8236  4.3735
C  -0.0095  -2.6162  3.4736
N  0.0289  -2.4891  2.0955
C  -0.7665  -3.3202  1.5060
C  -0.9330  -3.3285  0.0476
C  -1.7326  -4.2884  -0.5752
C  -1.8579  -4.2765  -1.9538
C  -1.1648  -3.3094  -2.6793
C  -0.3767  -2.3689  -2.0283
C  -0.2324  -2.3181  -0.6342
H  -1.6914  -4.6335  5.6590
H  -0.4056  -3.2438  7.2514
H  1.0870  -1.4578  6.4371
H  1.3452  -1.0428  3.9860
H  -2.2544  -5.0422  0.0070
H  -2.4755  -5.0102  -2.4585
H  -1.2408  -3.2966  -3.7630
H  0.1553  -1.6389  -2.6343
O  0.5160  4.4755  5.0584
C  0.5418  3.4998  4.3340
S  -0.8790  2.7378  3.6335
C  -0.0649  1.4772  2.6945
C  1.2799  1.4672  2.7791
S  2.3885  0.3498  2.0124
S  2.0195  2.7110  3.7904
S  -1.0919  0.4355  1.7548
N  0.6417  0.6992  -0.7991
S  -0.8137  1.0879  -1.2306
C  -0.9896  2.8517  -0.9029
C  -1.9319  3.6352  -1.5534
C  -2.0818  4.9621  -1.1806
C  -1.3022  5.4902  -0.1586
C  -0.3714  4.6927  0.4908
C  -0.2102  3.3641  0.1224
C  -0.8739  1.1524  -3.0300
C  0.1305  1.7610  -3.7713
C  0.0814  1.7100  -5.1534
C  -0.9679  1.0562  -5.7914
C  -1.9640  0.4442  -5.0465
C  -1.9137  0.4854  -3.6588
H  1.3772  1.1104  -1.3689
H  -2.5346  3.2173  -2.3504
H  -2.8104  5.5831  -1.6876
H  -1.4295  6.5239  0.1382
H  0.2212  5.0914  1.3041
H  0.4930  2.7118  0.6290
H  0.9608  2.2436  -3.2715
H  0.8723  2.1655  -5.7352
H  -0.9962  1.0097  -6.8730
H  -2.7690  -0.0854  -5.5398
H  -2.6591  -0.0250  -3.0624
O  2.7815  -1.9370  -0.1308
N  4.0256  -1.9299  -0.2949
C  4.5436  -1.0534  -1.1644
C  5.9496  -1.1002  -1.3667
N  7.0902  -1.1167  -1.5436
C  3.7754  -0.1329  -1.9298
N  3.1488  0.6045  -2.5598

2.
DFT (the ωB97M-V functional and the def2-TZVPD basis) results for a structure of composition C2H56FFe2O34 in a non-equilibrium geometry.

**Spin multiplicity**: 9
**Highest occupied orbital energy (alpha / beta)**: -4.373 / -4.704 eV
**Charge**: -1
**Total energy**: -144099.9427 eV

Positions of all 95 atoms, in Å:
Fe  38.5454  -4.6578  -11.7093
Fe  37.4251  -2.7749  -15.3245
F  40.1936  -3.5834  -10.9155
C  39.9535  -3.0238  -15.6215
O  39.3966  -1.9345  -15.3408
O  41.1329  -3.2219  -15.4412
O  39.1015  -3.8212  -15.9514
C  36.6942  -4.3525  -13.5119
O  36.8418  -5.4477  -12.9008
O  37.4811  -3.5199  -13.1667
O  36.0031  -4.1970  -14.5229
O  36.5797  -2.2497  -17.0011
H  36.7990  -2.7277  -17.8009
H  36.0434  -1.5153  -17.2998
O  39.1920  -6.4860  -10.9825
H  39.7754  -6.5744  -10.2288
H  39.0245  -7.3856  -11.2633
O  36.4182  -7.9876  -13.7112
H  36.5463  -7.1286  -13.3088
H  35.7169  -7.8520  -14.3484
O  33.3462  -4.5657  -13.5254
H  34.2415  -4.5940  -13.8628
H  33.3620  -5.1337  -12.7551
O  37.1340  -4.1882  -10.3471
H  37.1944  -3.5535  -9.6331
H  36.5141  -4.8459  -10.0317
O  37.3345  -6.0812  -17.0897
H  37.6667  -6.9789  -17.0947
H  37.5422  -5.7533  -16.2147
O  33.7983  -0.6289  -14.4630
H  33.4596  -1.0480  -15.2541
H  33.1848  0.0846  -14.2879
O  40.0905  -1.0729  -12.5355
H  40.3021  -1.9605  -12.2464
H  39.9578  -1.1533  -13.4800
O  38.5852  -0.4608  -8.8111
H  39.5128  -0.2818  -8.9654
H  38.2459  -0.7234  -9.6667
O  42.5310  -4.2423  -12.0911
H  42.9782  -4.6451  -11.3467
H  41.6000  -4.3224  -11.8837
O  39.1438  -9.7449  -15.5913
H  38.9770  -9.1455  -14.8639
H  39.9619  -10.1837  -15.3579
O  32.2055  -2.8250  -11.2363
H  32.3668  -3.5626  -11.8246
H  31.2548  -2.8092  -11.1263
O  38.1722  -9.1784  -11.8335
H  38.1244  -10.0949  -11.5617
H  37.5401  -9.1068  -12.5487
O  32.5126  -2.5627  -16.0127
H  31.5902  -2.4706  -16.2511
H  32.5034  -3.1027  -15.2223
O  36.6147  -0.9697  -14.5439
H  35.7535  -1.0807  -14.1412
H  36.8958  -0.0959  -14.2723
O  36.0593  -6.1271  -8.7506
H  36.5819  -5.6940  -8.0756
H  35.6725  -6.8820  -8.3070
O  34.8342  -6.5441  -11.4986
H  34.9058  -7.4348  -11.8417
H  35.5744  -6.0773  -11.8865
O  36.6489  1.2932  -13.0597
H  37.5177  1.6078  -13.3098
H  36.2833  1.9979  -12.5249
O  37.4841  -1.2309  -11.1976
H  36.8355  -1.7688  -11.6517
H  38.0979  -0.9658  -11.8826
O  33.9998  -0.7067  -11.4241
H  33.7273  -0.2285  -12.2073
H  33.3987  -1.4500  -11.3756
O  40.6337  -6.0815  -16.5031
H  40.0760  -5.3070  -16.5764
H  40.4073  -6.4608  -15.6539
O  34.2994  -4.8440  -16.6846
H  33.7604  -4.0610  -16.7970
H  34.9132  -4.6147  -15.9869
O  34.3984  -7.6127  -15.2802
H  34.1065  -8.4797  -15.5618
H  34.4013  -7.0886  -16.0812
O  40.2474  -3.3105  -8.1454
H  41.1938  -3.1691  -8.1228
H  40.0531  -3.4880  -9.0657
O  33.0458  -5.5086  -9.6026
H  33.7777  -5.9147  -10.0669
H  33.4148  -4.7108  -9.2238
O  30.8869  -5.5814  -15.3609
H  31.5812  -6.2371  -15.2954
H  31.0395  -4.9954  -14.6196
O  36.2977  -4.4158  -18.7494
H  36.6340  -5.0895  -18.1583
H  35.3507  -4.5553  -18.7582
O  39.7766  -5.2865  -13.2639
H  40.3602  -6.0116  -13.4872
H  39.8751  -4.6676  -13.9874

3.
DFT (the ωB97M-V functional and the def2-TZVPD basis) results for a structure of composition C4H5BeF6O5P in a non-equilibrium geometry.

**Spin multiplicity**: 2
**Highest occupied orbital energy (alpha / beta)**: -16.374 / -16.374 eV
**Charge**: +1
**Total energy**: -40460.4861 eV

Positions of all 22 atoms, in Å:
Be  5.0194  7.1516  3.9631
O  4.3697  3.5741  4.1351
C  4.7813  4.8331  4.1036
O  4.0224  5.6850  3.8739
C  6.0469  5.0793  5.0026
O  6.0451  6.5067  5.3394
C  7.3406  7.0202  5.0315
C  7.4608  7.1675  3.5961
O  8.5769  7.4360  3.1479
O  6.4018  6.8142  2.9944
H  3.4240  3.6421  3.8192
H  6.9600  4.7339  4.4817
H  6.0200  4.5537  5.9346
H  8.1317  6.3292  5.4563
H  7.4846  8.0456  5.5185
F  4.3914  8.4159  4.0934
P  4.8717  10.5162  4.4841
F  5.1944  12.0532  4.7948
F  3.7222  10.2047  5.5426
F  5.9074  9.8342  5.4608
F  3.7683  10.7431  3.4347
F  5.8936  10.2668  3.3216

4.
DFT (the ωB97M-V functional and the def2-TZVPD basis) results for a structure of composition C18H27OTc in a non-equilibrium geometry.

**Spin multiplicity**: 4
**Highest occupied orbital energy (alpha / beta)**: -9.730 / -11.821 eV
**Charge**: +1
**Total energy**: -23339.3629 eV

Positions of all 47 atoms, in Å:
C  -1.7746  0.7872  -0.0217
C  -2.1224  0.3465  -1.4331
C  -2.9938  0.6069  0.8898
C  -1.4280  2.2714  -0.0756
H  -3.6340  1.4999  0.7837
H  -2.7246  0.5174  1.9517
H  -3.5934  -0.2665  0.6032
H  -3.0812  0.8217  -1.7085
H  -2.2584  -0.7341  -1.5348
H  -1.3725  0.6845  -2.1570
H  -2.1217  2.7515  -0.7879
H  -0.4137  2.4589  -0.4445
H  -1.5533  2.7639  0.8971
C  0.4693  -2.8593  1.3996
C  -0.9332  -2.5607  1.6453
C  -1.5619  -2.3188  0.3595
H  -1.4731  -2.6910  2.6002
C  -0.5518  -2.4366  -0.6570
C  0.6969  -2.7952  -0.0204
H  1.6314  -3.0814  -0.5382
H  1.1812  -3.2538  2.1458
H  -2.6434  -2.1760  0.1829
H  -0.7348  -2.3786  -1.7446
C  2.0631  0.6144  1.8882
C  1.6295  -0.4478  2.7525
C  0.2796  -0.1501  3.2013
H  2.2656  -1.2676  3.1285
C  -0.1060  1.1201  2.6140
C  0.9863  1.5685  1.7819
H  1.0330  2.5463  1.2669
H  3.0772  0.7322  1.4636
H  -0.2718  -0.6731  4.0031
H  -1.0169  1.6973  2.8592
Tc  -0.0139  -0.6275  1.1104
C  1.9839  1.4818  -2.5960
C  2.1828  0.0581  -3.0114
C  1.1002  -0.6555  -2.2799
O  1.0371  0.1264  -0.9621
C  1.9414  1.3659  -1.1111
H  2.8004  2.1316  -2.8409
H  1.0343  1.8896  -2.9563
H  3.1368  -0.3313  -2.6480
H  2.0596  -0.1387  -4.0578
H  0.0896  -0.5399  -2.6931
H  1.3376  -1.7010  -2.0409
H  2.8743  1.0310  -0.6242
H  1.4876  2.2117  -0.5838